Formula: C44H41N2O25PS
Source: the Open Molecules 2025 dataset
Level of theory: ωB97M-V/def2-TZVPD

## Properties
strongest force on any atom: 6.71 eV Å⁻¹
HOMO: -7.904 eV
structure (SMILES): O=C1C=C(O)C(=O)C=C1O.O=C1C=C(O)C(=O)C=C1O.O=C1C=C(O)C(=O)C=C1O.O=C1C=C(O)C(=O)C=C1O.O=C1C=C(O)C(=O)C=C1O.O=C1C=C(O)C(=O)C=C1O.CC[PH3]CCCCSc1nnco1

Last column: Mulliken charge in e.
Positions of all 114 atoms, in Å:
1 O -0.67324 -0.29740 -3.22437  -0.561
2 C 0.15527 -0.90161 -3.89632  0.990
3 C 1.42243 -1.38832 -3.32886  -1.019
4 C 2.31056 -2.02823 -4.09201  0.394
5 O 3.50223 -2.49070 -3.56455  -0.564
6 C 2.05558 -2.26938 -5.53871  0.830
7 O 2.89899 -2.84422 -6.21870  -0.612
8 C 0.77829 -1.80424 -6.10090  -0.856
9 C -0.11150 -1.16735 -5.33710  0.178
10 O -1.31535 -0.72953 -5.85785  -0.521
11 H 1.59585 -1.20424 -2.27634  0.568
12 H 3.97186 -2.91622 -4.31481  0.348
13 H 0.59828 -2.00206 -7.15008  0.467
14 H -1.78223 -0.29876 -5.10902  0.339
15 O -4.30390 -5.06535 0.94842  -0.649
16 C -3.63288 -4.86862 1.95542  0.828
17 C -3.63751 -5.79795 3.09600  -0.932
18 C -2.90810 -5.54568 4.18457  0.348
19 O -2.90569 -6.41617 5.25902  -0.570
20 C -2.06968 -4.31981 4.28665  0.874
21 O -1.42446 -4.10598 5.30750  -0.609
22 C -2.04600 -3.40263 3.13683  -0.530
23 C -2.77266 -3.65647 2.04676  0.164
24 O -2.75346 -2.80036 0.96102  -0.458
25 H -4.25319 -6.68404 3.00929  0.404
26 H -2.30307 -6.01200 5.92082  0.355
27 H -1.41814 -2.52422 3.21753  0.458
28 H -3.36072 -3.20148 0.30176  0.320
29 O 3.91131 -3.52633 2.56228  -0.666
30 C 5.08096 -3.88045 2.65995  1.024
31 C 6.16372 -2.93554 2.97522  -0.667
32 C 7.42916 -3.35086 3.05785  -0.017
33 O 8.45131 -2.46868 3.35645  -0.394
34 C 7.79129 -4.77705 2.83214  0.893
35 O 8.96547 -5.12531 2.89672  -0.619
36 C 6.70611 -5.72645 2.54073  -0.828
37 C 5.44016 -5.31196 2.46147  0.173
38 O 4.41450 -6.19894 2.19054  -0.579
39 H 5.88659 -1.90138 3.13472  0.483
40 H 9.27096 -3.00968 3.35694  0.321
41 H 6.98158 -6.76357 2.39646  0.431
42 H 3.59572 -5.65686 2.18411  0.332
43 O -10.78098 1.64322 4.16873  -0.607
44 C -9.78090 1.69293 3.46136  0.883
45 C -8.82701 0.57648 3.37064  -0.828
46 C -7.73894 0.66935 2.60375  0.345
47 O -6.83972 -0.37715 2.51176  -0.554
48 C -7.44921 1.90030 1.81829  0.960
49 O -6.43146 1.96298 1.13680  -0.553
50 C -8.41507 3.00748 1.88988  -0.997
51 C -9.50502 2.91348 2.65402  0.399
52 O -10.41873 3.94901 2.72432  -0.572
53 H -9.04877 -0.31149 3.94862  0.426
54 H -6.13900 -0.06578 1.89813  0.311
55 H -8.20107 3.88963 1.29967  0.439
56 H -11.11621 3.63994 3.34259  0.347
57 O -1.67762 2.49307 -11.80796  -0.610
58 C -2.16925 2.39283 -10.68936  0.876
59 C -2.60706 3.56544 -9.91613  -0.868
60 C -3.12307 3.42280 -8.69382  0.396
61 O -3.53907 4.52034 -7.96269  -0.563
62 C -3.27119 2.07983 -8.06883  0.911
63 O -3.73193 1.98204 -6.93644  -0.633
64 C -2.85593 0.90536 -8.85117  -0.833
65 C -2.34310 1.04752 -10.07490  0.362
66 O -1.95299 -0.05192 -10.81731  -0.565
67 H -2.49156 4.53586 -10.38163  0.411
68 H -3.87231 4.15690 -7.11336  0.345
69 H -2.98582 -0.06635 -8.39157  0.415
70 H -1.61422 0.31200 -11.66411  0.352
71 O 7.20724 0.39092 2.31900  -0.626
72 C 7.95600 1.12976 2.94867  0.876
73 C 9.06295 0.61242 3.76819  -0.837
74 C 9.84961 1.44321 4.45492  0.389
75 O 10.89344 0.96394 5.22494  -0.576
76 C 9.63592 2.91606 4.42055  0.801
77 O 10.36399 3.65303 5.07702  -0.613
78 C 8.54438 3.43529 3.58221  -0.916
79 C 7.75976 2.60488 2.89265  0.380
80 O 6.73344 3.08572 2.10044  -0.570
81 H 9.20554 -0.46047 3.78591  0.647
82 H 11.31082 1.75909 5.62248  0.349
83 H 8.41155 4.50944 3.55238  0.414
84 H 6.31239 2.29023 1.70777  0.346
85 C 0.62030 3.18598 -1.95004  -0.890
86 C -0.95236 2.94559 -2.38074  -0.354
87 P -1.89263 2.30802 -0.81762  0.512
88 C -2.70761 1.56194 0.76363  -0.445
89 C -3.49345 2.65845 1.69515  -0.321
90 C -2.52546 3.64558 2.57625  -0.605
91 C -1.31681 2.89301 3.38860  -0.600
92 S 0.28139 2.71291 2.38719  -0.066
93 C 0.82623 0.91317 2.71899  0.309
94 N 0.08370 -0.15450 3.54556  -0.145
95 N 0.84491 -1.33694 3.47402  -0.371
96 C 2.08203 -1.09175 2.61651  0.031
97 O 2.05538 0.32070 2.16403  -0.250
98 H 0.66678 4.13335 -1.26142  0.283
99 H 1.25262 3.39907 -2.92495  0.306
100 H 1.11244 2.22977 -1.44673  0.180
101 H -0.92412 2.13824 -3.25920  0.017
102 H -1.46596 3.91258 -2.84048  0.394
103 H -3.05623 2.04620 -1.63523  -0.036
104 H -0.89242 1.23706 -0.76009  -0.116
105 H -1.61847 3.51866 -0.08663  -0.157
106 H -1.91545 0.90899 1.32750  0.025
107 H -3.54400 0.81301 0.35784  0.279
108 H -4.29687 2.11865 2.39006  0.130
109 H -4.12251 3.34359 0.95234  0.261
110 H -2.14527 4.56864 1.92345  0.284
111 H -3.22603 4.13991 3.40695  0.352
112 H -1.03144 3.60740 4.30148  0.361
113 H -1.63040 1.86718 3.89254  0.355
114 H 2.90548 -1.88802 2.33707  0.348

***

Formula: C44H42NO2S4SbTi
Source: the Open Molecules 2025 dataset
Level of theory: ωB97M-V/def2-TZVPD

## Properties
strongest force on any atom: 2.18 eV Å⁻¹
ΔE to the lowest compared entry with this formula, charge and spin: 1.013 eV
HOMO (alpha / beta): -6.953 / -7.236 eV
spin multiplicity: 3

Last column: Mulliken charge in e.
Positions of all 95 atoms, in Å:
1 Ti 0.98930 0.12310 -1.67626  0.611
2 C 2.22452 2.97205 -0.35024  -0.799
3 C 3.36497 2.07016 -0.79974  -0.470
4 S 3.09386 0.41393 -0.09884  0.454
5 C 4.38916 -0.57822 -0.88037  -0.909
6 C 4.21697 -0.73937 -2.37727  -0.674
7 S 2.55399 -1.31080 -2.87412  -0.374
8 C 2.26207 1.95744 -4.21729  -0.466
9 C 1.51973 2.97696 -3.79794  -0.487
10 S 0.55286 2.33480 -0.72281  -0.128
11 H 2.25902 3.13614 0.72652  0.306
12 H 2.29853 3.94524 -0.83751  0.531
13 H 3.39151 1.99831 -1.88546  -0.151
14 H 4.31739 2.46274 -0.43956  0.599
15 H 5.35360 -0.13854 -0.61419  0.577
16 H 4.29368 -1.54245 -0.37785  0.251
17 H 4.44838 0.19468 -2.89369  0.231
18 H 4.92764 -1.48915 -2.72800  0.483
19 H 3.34006 2.04406 -4.30803  0.350
20 H 1.82481 1.01929 -4.53643  0.202
21 H 1.95777 3.92514 -3.50330  0.328
22 H 0.43836 2.91532 -3.76587  0.180
23 C 0.55355 2.88854 6.81880  -0.483
24 C 0.51839 1.50575 6.68264  -0.745
25 C 0.51586 0.92857 5.42214  -0.124
26 C 0.55359 1.72972 4.28370  0.170
27 C 0.57640 3.11341 4.42727  -0.661
28 C 0.57330 3.69324 5.69118  -0.509
29 Sb 0.56150 0.83120 2.32240  0.800
30 C 1.97916 -0.69662 2.80742  0.313
31 C 3.02990 -0.39565 3.67038  -0.738
32 C 3.99598 -1.35094 3.95258  -0.796
33 C 3.92153 -2.61158 3.37436  -0.625
34 C 2.88494 -2.91048 2.50144  -0.594
35 C 1.92238 -1.95214 2.21055  0.134
36 C -1.28114 -0.19249 2.69320  0.575
37 C -1.33903 -1.49284 3.18300  -0.061
38 C -2.56409 -2.05791 3.51591  -0.782
39 C -3.73441 -1.32942 3.36150  -0.583
40 C -3.68064 -0.02957 2.87888  -0.515
41 C -2.45871 0.53455 2.54560  -0.825
42 H 0.56719 3.33571 7.80428  0.383
43 H 0.49345 0.87393 7.56145  0.391
44 H 0.48438 -0.15074 5.32855  0.394
45 H 0.59628 3.74956 3.54910  0.300
46 H 0.58906 4.77096 5.79174  0.401
47 H 3.09469 0.58112 4.13576  0.505
48 H 4.80769 -1.11175 4.62804  0.406
49 H 4.67249 -3.35666 3.60373  0.411
50 H 2.81906 -3.88766 2.03926  0.448
51 H 1.13608 -2.18427 1.50372  0.135
52 H -0.43555 -2.07746 3.30441  0.378
53 H -2.60141 -3.07227 3.89380  0.407
54 H -4.68848 -1.77095 3.61905  0.402
55 H -4.59213 0.54019 2.75090  0.431
56 H -2.42814 1.55038 2.16410  0.376
57 O -4.10419 4.88524 -6.24525  -0.479
58 C -2.92078 4.36177 -6.64933  0.656
59 O -2.37501 4.81383 -7.61673  -0.561
60 C -2.37921 3.22872 -5.84410  0.920
61 C -2.75310 2.97730 -4.52645  -0.991
62 C -2.19510 1.92255 -3.82323  -0.266
63 C -1.25049 1.08405 -4.41794  0.151
64 S -0.55621 -0.29160 -3.55881  -0.462
65 C -0.88842 1.33620 -5.74619  -0.335
66 C -1.43417 2.39826 -6.44159  -0.888
67 H -4.46487 4.36923 -5.51485  0.297
68 H -3.45940 3.62004 -4.01009  0.214
69 H -2.48509 1.73885 -2.79672  0.140
70 H -0.16403 0.68965 -6.22385  0.444
71 H -1.13870 2.60727 -7.46132  0.431
72 N 0.16351 -1.06115 -0.60294  0.878
73 C -0.80533 -1.88297 -0.50856  -0.601
74 C -0.51383 -3.29724 -0.13237  0.417
75 C 0.71719 -3.84041 -0.50543  -0.158
76 C 1.06924 -5.11607 -0.09765  -0.726
77 C 0.20690 -5.85535 0.70376  -0.630
78 C -1.02146 -5.32434 1.07077  -0.987
79 C -1.38614 -4.05428 0.64811  -0.244
80 C -2.20962 -1.47093 -0.77713  0.482
81 C -3.13602 -2.37509 -1.29386  0.020
82 C -4.41504 -1.95866 -1.63086  -1.048
83 C -4.79414 -0.64067 -1.42633  -0.701
84 C -3.87457 0.26730 -0.91669  -0.822
85 C -2.58717 -0.14184 -0.62201  -0.057
86 H 1.38052 -3.25046 -1.12877  0.139
87 H 2.01773 -5.53742 -0.40656  0.470
88 H 0.49185 -6.84221 1.04575  0.409
89 H -1.69887 -5.90302 1.68591  0.436
90 H -2.33632 -3.63455 0.95069  0.676
91 H -2.84150 -3.40124 -1.46742  0.583
92 H -5.11155 -2.66370 -2.06547  0.436
93 H -5.79432 -0.31528 -1.68234  0.462
94 H -4.16057 1.30014 -0.75592  0.483
95 H -1.85299 0.57181 -0.27084  0.443

***

The lowest strongest force on any atom belongs to which entry? C44H42NO2S4SbTi

***

The lowest strongest force on any atom belongs to which entry? C44H42NO2S4SbTi

***

Which formula does entry 1 have? C44H41N2O25PS